Record 1
A cluster of 5 separate species, C25H41O18 in total, computed with ωB97M-V/def2-TZVPD.

XYZ file:
```
84
Properties=species:S:1:pos:R:3:forces:R:3
O -3.7592 4.2580 -0.5991 -0.1336 -0.0208 0.0918
O 9.3429 2.2503 0.4718 0.0136 0.0095 -0.0383
O -3.2175 2.3167 0.3289 -0.0029 0.0478 0.0073
O -0.8942 -1.4340 0.5545 0.1080 -0.0453 -0.0445
O 1.0728 3.7023 -1.0051 -0.0396 -0.4154 0.0651
O -5.0380 -2.7093 0.5926 0.0142 0.0484 -0.1906
O 6.9796 -1.5506 0.1565 0.0178 0.0290 0.0802
O 5.3340 -0.4733 -0.8716 -0.0443 -0.0827 0.0697
O -0.3232 0.7999 -0.5731 -0.2080 0.0549 0.1010
O 1.4056 2.5636 0.9055 0.1016 -0.2459 -0.0772
O 7.9224 2.0710 2.2107 0.0693 0.0739 0.1535
O -8.8127 -5.3441 0.8771 0.0594 0.0811 -0.0547
O 6.1629 -2.3647 -1.7768 0.0225 0.0015 -0.0003
O -7.3334 -5.7284 2.5360 -0.0068 -0.0542 0.0081
O -0.3358 -2.3659 -1.4910 -0.0778 -0.0806 -0.1800
O 9.2592 3.8757 1.9860 0.0806 -0.0856 0.0612
O -6.7367 -5.9664 0.3750 -0.0612 -0.1303 0.0333
O -4.8549 2.3844 -1.2116 -0.0217 -0.0126 -0.0217
C -4.5941 -2.6568 1.9322 -0.0098 -0.4174 0.2507
C -7.5989 -5.6839 1.3799 0.0522 0.0706 0.0784
C 10.4353 4.1233 1.1925 0.0562 0.0897 -0.0605
C 6.8367 -0.2774 0.8224 -0.0378 -0.1994 -0.1521
C -1.2281 -1.4916 -0.8179 -0.2054 0.2145 0.4708
C 10.6799 5.5985 1.0229 -0.1983 0.0764 0.0270
C -2.9292 4.5741 0.5457 0.1568 0.0930 0.0611
C -0.6631 -3.7369 -1.5297 0.2297 0.0637 0.0213
C 5.1057 1.5712 0.4502 -0.0279 0.1444 -0.3631
C -2.0455 5.7644 0.2867 -0.0400 0.0311 -0.3331
C -2.2028 3.2663 0.7317 0.2584 -0.0682 -0.0252
C -5.0348 -1.4465 -0.0610 -0.1811 0.3581 0.4825
C 6.1524 -1.5412 -0.9144 -0.0071 0.0212 -0.0725
C -3.6517 -0.8800 -0.3468 0.0889 -0.1512 -0.4080
C -8.6433 -5.0956 -0.5331 -0.0722 0.0178 -0.0917
C 10.0905 3.3496 -0.0618 0.0106 -0.0123 -0.0378
C -9.9204 -5.3417 -1.2903 -0.0996 -0.1378 0.1406
C -7.4910 -6.0263 -0.8384 0.0923 0.0603 -0.0733
C 0.9014 1.3277 -1.0751 0.1792 0.2102 -0.0041
C 5.4192 0.1020 0.4573 0.0172 0.1748 0.1326
C -0.9837 -0.0865 -1.4235 0.4317 -0.0845 -0.3481
C 1.1735 2.6468 -0.3182 -0.1505 0.7718 0.0852
C -4.0195 2.9321 -0.5543 0.0878 0.0325 -0.0323
C 8.7585 2.6712 1.6218 -0.0880 0.1163 -0.0254
C -2.6947 -1.9202 -0.9420 -0.1630 0.4252 -0.0846
H 7.0168 -0.3857 1.8863 0.0061 -0.1085 -0.0164
H 10.7027 6.0920 1.9935 0.0682 -0.0266 0.0117
H -2.9447 -2.0539 -1.9999 0.0177 -0.2211 0.0055
H -1.8797 3.0670 1.7486 -0.0930 -0.1364 0.0024
H -4.0558 -1.7421 2.1837 -0.0214 0.0710 -0.1343
H 5.0604 1.9537 1.4682 -0.0006 -0.0344 0.0202
H -5.6244 -1.5566 -0.9719 0.1428 -0.2314 -0.0991
H 4.7052 -0.4371 1.0864 -0.0237 -0.0167 -0.0335
H -6.8752 -5.7117 -1.6766 0.0942 0.0542 0.0901
H -1.4187 -3.9464 -2.2915 -0.1072 -0.0589 0.0941
H 0.8106 1.5644 -2.1386 -0.0702 -0.0772 -0.0149
H -1.3462 3.1790 0.0606 -0.0008 -0.0295 0.0389
H -9.8030 -5.0330 -2.3290 0.0108 -0.0015 -0.0056
H -7.8265 -7.0564 -0.9885 -0.0607 0.0212 -0.0506
H -3.2083 -0.4187 0.5341 -0.0066 -0.1022 0.0973
H 10.9514 2.9848 -0.6151 -0.0184 -0.1262 0.0547
H -10.1947 -6.3973 -1.2633 0.0242 -0.0038 -0.0008
H 7.5634 0.4090 0.3899 -0.0393 0.0279 0.0492
H 0.2515 -4.2630 -1.7983 0.0157 -0.0019 -0.0214
H 11.2776 3.6494 1.7065 0.0039 -0.0027 -0.0012
H 9.4362 3.9201 -0.7255 0.0475 0.0637 -0.0021
H 9.8885 6.0598 0.4313 -0.0022 -0.0213 -0.0102
H -1.3009 5.5336 -0.4766 0.0486 -0.0571 0.0587
H -1.9306 0.3539 -1.7447 -0.0592 0.0036 0.0911
H -0.8369 -2.3408 0.8727 -0.0505 -0.0452 0.0377
H -5.5771 -0.7224 0.5618 -0.0430 0.0326 -0.0534
H 11.6359 5.7635 0.5258 0.0017 -0.0073 -0.0113
H -5.4362 -2.7843 2.6198 -0.0687 0.1624 -0.0325
H -2.8585 -2.8553 -0.4054 0.1106 -0.1496 -0.1696
H 1.7251 0.6168 -0.9283 -0.0828 -0.0836 0.0643
H -3.9248 -3.5018 2.1094 0.0654 0.0226 -0.0457
H -2.6404 6.6137 -0.0520 -0.0273 0.0139 0.0842
H -3.6096 4.7646 1.3834 -0.0217 0.0070 -0.0134
H -0.9966 -4.1239 -0.5614 -0.0648 -0.0357 -0.0072
H 5.8691 2.1261 -0.1002 0.0427 -0.0367 0.0273
H 4.1442 1.7650 -0.0244 -0.0770 -0.0474 0.1386
H -10.7373 -4.7720 -0.8494 0.0262 0.0646 -0.0351
H -1.5249 6.0417 1.2028 0.0236 -0.0297 0.0058
H -8.3234 -4.0554 -0.6421 0.0219 -0.0017 0.0048
H -0.3878 -0.2575 -2.3244 -0.0620 -0.0385 -0.0410
H -3.8023 -0.0702 -1.0607 -0.0420 0.1148 0.1208
```
Forces are in eV/Å.

As for the charge: -1. Its HOMO energy is -0.1689 hartree. As for the lowest unoccupied orbital energy: 1.9 eV. As for the HOMO-LUMO gap: 6.5 eV. As for the energy above the lowest of the compared OMol25 structures with the same formula, charge and spin: 0.000 eV.

=====

Record 2
A cluster of 17 separate species, C22H78N12O17 in total at a distorted geometry, computed with ωB97M-V/def2-TZVPD.

XYZ file:
```
129
Properties=species:S:1:pos:R:3:forces:R:3
O 2.6766 1.5398 1.6881 1.5260 -1.0724 -0.7820
O 0.6056 3.3828 0.6481 0.8521 6.8421 0.5838
O 0.0536 -0.5002 -3.9589 0.2151 5.9526 -0.0181
O -2.5974 2.4748 1.1081 -0.4824 -0.0052 -0.8732
O -2.5924 4.3628 -1.6679 0.0440 0.0019 1.7590
O 1.6316 -3.2442 -2.2289 2.4146 -1.1662 0.1460
O 0.2446 -6.2382 -0.0419 1.0033 -1.0309 0.4108
O 2.6376 -4.6092 2.4541 0.4521 0.8946 -6.0040
O -2.4214 -2.9512 3.2971 0.9051 -0.4531 1.4766
O 4.2816 3.7218 -1.7819 -0.8847 -0.6933 -0.4733
O 3.0386 0.3128 -1.1049 4.2656 2.3064 -5.2723
O -3.4634 -1.5482 -1.4279 -0.1155 -0.2700 -0.0403
O -0.0154 -1.4082 -0.6979 -1.6466 5.0239 2.1964
O 0.4636 -2.4742 2.9731 0.0458 0.3773 0.4996
O -5.5384 0.1408 -1.0059 -0.0831 0.7895 -0.2127
O -6.2314 0.3308 1.6291 0.3939 0.8672 -0.2260
O 5.1086 -0.2552 3.0481 -3.0123 -5.0785 -2.0757
N 0.7156 1.5538 -3.0909 -0.5608 -0.1999 6.2443
N 0.4506 0.8278 -0.2869 1.8483 1.7694 0.0542
N 3.0206 -5.3772 0.3061 4.0460 -4.5646 -2.1453
N 3.3776 1.2888 -3.2479 -2.2608 1.6655 -2.5864
N 0.3176 5.4698 -0.3739 0.6546 1.0656 -5.7528
N 4.5636 -2.5502 3.2581 2.5124 -1.5084 2.3540
N 0.7966 5.5568 1.7031 1.2413 -1.4861 3.7043
N 1.7896 -3.5302 0.5011 0.8892 0.0093 -1.4576
N 3.4466 -1.4012 1.7661 -1.8231 -0.8407 -2.0192
N 0.4906 1.3658 -5.2229 -0.9309 0.4221 -4.9847
N -1.6154 0.1468 0.1031 -2.8881 -0.4955 0.6622
N 5.1606 0.6908 -2.1009 0.1917 -1.1172 2.7802
C 3.2976 2.2578 2.7531 -0.7859 -0.9086 0.0070
C 2.5926 1.7378 4.0271 -0.5824 0.5029 -1.7580
C -3.7524 -1.6522 1.8491 -0.2269 -0.2669 -0.0108
C 4.4116 -1.3942 2.6541 3.0015 5.5487 2.6743
C 2.5616 -4.4652 1.0821 -3.1962 1.7365 7.6877
C -2.1604 2.8388 2.3641 0.5813 1.0569 2.0865
C 0.2856 -1.0792 2.7571 -0.8177 -0.6443 -2.1648
C -3.4004 -1.6392 -3.8769 0.0270 -2.4964 -0.0883
C -5.6714 1.5588 2.0481 0.0077 0.3092 1.3176
C -1.3344 -4.5702 -0.6059 1.3093 1.1248 -1.2670
C -1.3794 1.7558 3.0371 1.1193 -0.2303 -0.3175
C 0.6866 4.7758 0.6631 -1.9061 -6.8682 0.0845
C -2.6654 -1.3222 -2.6129 0.6337 -1.1926 0.6162
C -0.4344 -5.6972 -1.1139 -1.9933 0.4804 -1.5114
C 3.8486 0.7688 -2.1499 -3.3380 -2.6665 4.7388
C -1.7714 3.2358 -1.8529 1.2613 -0.4125 -1.1856
C 0.3086 0.8228 -4.0559 -0.4804 -8.0944 -1.6894
C 2.9576 -2.6152 -2.2909 -0.5049 0.5924 -1.4955
C -0.3914 -0.1482 -0.2449 0.4054 -6.2398 -2.4247
C 3.6666 3.5838 -0.4749 1.3857 -1.6853 -0.6280
C -5.2984 1.3068 -1.8249 1.7078 -0.7180 1.7799
C -2.8674 -2.8952 1.9981 -0.8170 1.6570 -0.7774
H 0.2426 1.7938 -0.0509 -0.0660 -0.2686 0.2115
H -4.3294 -1.6032 0.9281 0.0770 -0.2478 -0.1245
H 3.7126 -6.0392 0.7571 -1.4007 1.1420 -0.8140
H 3.1676 -0.5372 1.3571 0.0869 0.7558 -0.2978
H 0.5676 6.5158 -0.4019 -0.6877 -2.5177 -0.3414
H 5.3166 -2.6762 3.9761 -1.2792 0.4167 -1.3422
H -3.4504 -3.7522 1.7661 -0.6669 -1.0592 -0.4069
H 2.3376 1.3928 -3.2809 1.3216 -0.4200 -0.0533
H 2.7186 -1.7202 -2.9089 1.0532 -0.5580 -0.0223
H -2.1744 -4.8342 -0.0389 -1.1236 -0.7783 0.8585
H -0.4704 1.6488 2.3991 -0.5493 -0.6047 0.4954
H 1.3936 0.5398 -0.4339 1.2350 0.1424 -0.2103
H 2.8846 -2.2552 1.4761 1.3287 1.6445 0.7888
H -5.9244 1.5618 3.1591 0.0034 1.0789 -1.4518
H -4.5714 1.5818 2.0211 -0.1175 -0.4324 -0.0989
H -4.4894 -1.5952 2.6471 -0.0482 -0.3364 0.1390
H -0.7104 -3.8842 -0.0239 -0.0978 -0.2913 0.1243
H 0.3586 4.8888 -1.2959 -0.2126 1.9900 2.2376
H -3.7024 -2.4862 -1.3599 0.2018 0.2710 -0.0743
H 0.9956 2.2128 -5.4299 -0.2741 0.0175 0.3695
H -4.7014 2.0818 -1.2849 -0.6500 -0.3164 0.0406
H 1.7856 1.8008 1.4721 -0.3165 0.8058 0.4023
H -1.5084 3.7128 2.2591 0.1794 0.0196 0.0996
H 3.9346 1.8338 -3.9229 -0.2625 -0.9000 0.6746
H -1.9814 -2.9052 1.3811 -0.0139 0.3507 -0.8817
H -3.0734 3.2638 0.8581 -0.4627 0.0122 -1.0982
H 1.8446 -3.4652 -0.5609 -0.7733 0.0333 1.6281
H 3.0506 2.1298 4.8921 0.3672 0.1926 1.3046
H 1.5176 2.0468 3.9551 0.7943 -0.0019 0.2424
H 4.4186 2.1718 2.6971 -1.2976 -0.6044 0.1755
H -6.2254 1.7108 -2.1389 -0.8306 0.2739 -0.4020
H -1.5514 -3.3562 3.1841 0.1540 0.1793 0.8933
H 3.3846 4.5118 -0.0509 0.0008 1.2187 0.1199
H -4.7634 -0.4622 -1.0099 -0.1568 0.3356 -0.4205
H 2.9636 -5.4502 -0.7259 -0.0630 0.6481 1.1714
H 2.8076 2.9448 -0.4939 -0.5835 -0.2976 -0.1979
H 3.7436 -3.3052 -2.7519 -1.4023 0.8423 0.4932
H 4.0536 -3.3542 2.9341 -0.3778 -0.4906 0.1442
H 0.1086 0.8618 -6.0359 0.6277 0.3653 0.8004
H 1.0346 -2.5242 -2.0849 -1.1124 1.1561 0.3166
H -1.0034 2.0468 4.0111 -0.0078 0.5175 0.1894
H -2.3814 -0.2952 -2.5499 0.3080 0.7291 0.0216
H 3.3336 -2.1872 -1.3519 -0.3184 -0.5192 0.1483
H 1.0886 -3.0012 1.0021 0.1620 -0.1521 0.2541
H -0.9874 -6.4402 -1.7959 0.4548 0.4010 1.6192
H -5.9544 2.4478 1.3711 -0.2742 -0.9946 1.3896
H 1.0646 5.1118 2.5831 -0.0915 0.4682 -0.4092
H 0.4946 1.0898 -2.1629 0.7376 0.9537 -0.7181
H -1.8924 0.8148 3.2481 -0.1152 0.0459 -0.6193
H 4.3756 3.0598 0.1821 -0.1596 0.3528 0.0560
H -4.2634 -1.0622 -4.1549 -0.5298 0.3613 0.4318
H 0.1936 -5.2472 -1.8559 0.9744 0.3925 -0.2481
H 3.0706 3.2838 2.5601 -0.1296 1.2278 0.2733
H 5.3466 0.4858 -1.1169 1.3368 0.0152 -0.5881
H -1.7244 -1.9412 -2.5119 -0.9637 0.8337 -0.2730
H -1.9894 0.9908 0.6211 1.0233 -1.1745 -1.2094
H -3.0014 3.1868 2.9581 -0.3500 -0.1588 0.3322
H -2.7124 -1.5572 -4.6969 0.5260 0.0388 -0.4592
H -2.2794 -0.6022 -0.1069 0.1563 0.3082 0.3483
H 5.7876 1.0208 -2.8029 0.2949 0.1286 0.1091
H 1.1226 -5.8192 0.0321 -0.9113 -0.4997 0.0475
H 1.1026 -0.7122 2.1271 -0.1736 0.2210 0.1131
H -5.9504 0.3288 0.7071 -0.3437 -0.8638 -0.7128
H 2.5756 0.6538 3.9741 0.4317 -0.0843 0.2949
H -4.6414 1.0358 -2.6259 0.0148 -0.2149 -1.0089
H 0.9456 2.5158 -3.0679 -0.4492 0.8827 -0.3946
H 1.0116 -2.4852 3.7571 0.4370 -0.9055 0.1091
H -2.3164 2.2958 -1.7209 0.0398 0.0840 0.1259
H -3.2104 -0.7252 1.9241 0.5233 0.3022 0.0444
H -1.6534 -3.9032 -1.4169 -0.1742 -0.3071 -0.2088
H -0.6674 -1.0192 2.1951 0.5136 0.4077 0.4409
H -2.7934 4.7398 -2.5059 -0.2836 0.3483 -0.8270
H -1.4314 3.2808 -2.9119 0.0737 -0.4444 0.5265
H 0.9776 6.5188 1.5811 0.1428 0.8364 0.1325
H -3.6754 -2.7572 -3.8319 0.0988 1.5821 -0.2119
H 0.2466 -0.5062 3.6481 -0.1607 0.4387 0.9983
H 4.0406 2.9058 -2.3069 0.3189 1.7245 1.2171
H -0.8454 3.1988 -1.1979 -1.3412 0.3590 -0.4495
```
Forces are in eV/Å.

As for the charge: 0. Its HOMO energy is -0.2967 hartree. As for the lowest unoccupied orbital energy: -0.7 eV. As for the HOMO-LUMO gap: 7.4 eV. As for the energy above the lowest of the compared OMol25 structures with the same formula, charge and spin: 0.000 eV.

=====

DFT total energy, record by record: -2331.61802; -2821.01414 Eh